156
Properties=species:S:1:pos:R:3 method="wB97M-V/def2-TZVPD" orbital_gap_ha=0.366 total_charge=+2 homo_ev=-13.0003
C 5.09 0.28 2.17
C 6.16 1.33 1.91
N 7.38 0.94 2.58
C 7.39 0.81 3.97
C 8.48 0.17 4.35
N 9.13 -0.08 3.21
C 8.48 0.33 2.12
C 10.40 -0.80 3.23
H 4.21 0.67 1.67
H 4.88 0.02 3.20
H 5.32 -0.63 1.64
H 5.90 2.33 2.32
H 6.37 1.38 0.84
H 6.66 1.36 4.53
H 8.82 0.02 5.36
H 8.92 0.09 1.16
H 10.10 -1.84 3.32
H 10.96 -0.42 4.08
H 11.00 -0.68 2.28
C -0.76 7.42 3.62
C -0.71 8.11 2.33
N 0.51 7.81 1.63
C 0.70 8.16 0.25
C 1.88 7.56 -0.12
N 2.36 6.94 0.97
C 1.53 7.04 1.98
C 3.70 6.39 1.25
H -0.16 7.89 4.35
H -0.54 6.36 3.52
H -1.77 7.56 4.00
H -0.72 9.19 2.49
H -1.53 7.74 1.64
H -0.10 8.67 -0.26
H 2.43 7.50 -1.06
H 1.71 6.67 2.96
H 4.03 5.90 0.38
H 3.70 5.61 1.95
H 4.41 7.16 1.49
C -1.11 -5.50 -3.85
C -1.61 -6.52 -2.83
N -3.05 -6.22 -2.68
C -4.09 -7.10 -2.89
C -5.21 -6.35 -2.93
N -4.86 -5.03 -2.66
C -3.55 -4.96 -2.56
C -5.76 -3.84 -2.72
H -0.17 -5.75 -4.37
H -0.93 -4.49 -3.40
H -1.89 -5.32 -4.61
H -1.04 -6.48 -1.88
H -1.60 -7.52 -3.18
H -3.89 -8.18 -3.00
H -6.22 -6.73 -2.89
H -2.95 -4.08 -2.43
H -6.11 -3.88 -3.73
H -5.09 -2.97 -2.59
H -6.51 -3.90 -1.90
C 1.08 -1.60 3.67
C 0.67 -2.81 2.89
N 1.47 -4.02 3.20
C 2.85 -4.19 3.37
C 3.10 -5.54 3.45
N 1.85 -6.18 3.27
C 0.93 -5.23 3.17
C 1.61 -7.57 3.22
H 0.74 -1.62 4.71
H 0.67 -0.69 3.26
H 2.15 -1.47 3.73
H 0.83 -2.70 1.87
H -0.33 -3.09 3.08
H 3.56 -3.42 3.30
H 3.99 -6.15 3.57
H -0.13 -5.40 2.93
H 2.09 -7.97 2.35
H 0.59 -7.80 2.90
H 1.87 -8.05 4.12
C -8.82 0.71 0.10
C -7.51 1.24 -0.35
N -6.40 1.39 0.65
C -5.93 0.06 1.19
C -5.20 2.08 0.06
C -3.95 2.03 0.82
C -6.76 2.17 1.86
C -7.36 3.55 1.76
O -8.53 3.55 0.98
C -9.41 4.60 1.31
H -9.15 1.34 0.94
H -8.72 -0.34 0.41
H -9.53 0.68 -0.74
H -7.58 2.22 -0.80
H -7.18 0.60 -1.15
H -5.16 0.16 1.97
H -5.56 -0.51 0.34
H -6.88 -0.43 1.55
H -5.48 3.08 -0.12
H -5.00 1.62 -0.91
H -3.18 2.70 0.43
H -3.49 1.08 0.76
H -4.02 2.21 1.91
H -5.90 2.28 2.50
H -7.49 1.56 2.33
H -6.67 4.28 1.34
H -7.52 3.84 2.78
H -10.18 4.63 0.56
H -8.95 5.60 1.34
H -9.87 4.46 2.27
C -0.11 -1.11 -2.08
C 1.13 -1.14 -2.92
N 1.08 -0.22 -4.07
C -0.17 -0.44 -4.88
C 1.03 1.28 -3.62
C 0.92 2.34 -4.75
C 2.34 -0.45 -4.88
C 3.61 -0.04 -4.23
O 3.85 1.31 -4.55
C 5.19 1.70 -4.37
H -0.89 -1.57 -2.68
H -0.39 -0.09 -1.86
H -0.13 -1.67 -1.17
H 1.31 -2.13 -3.37
H 2.03 -0.91 -2.34
H -1.08 -0.15 -4.38
H -0.28 -1.48 -5.14
H 0.02 0.20 -5.77
H 1.92 1.46 -3.02
H 0.15 1.36 -2.99
H 1.25 3.25 -4.29
H -0.11 2.39 -5.02
H 1.49 2.12 -5.63
H 2.25 0.06 -5.86
H 2.30 -1.54 -4.98
H 4.29 -0.72 -4.67
H 3.62 -0.23 -3.14
H 5.32 2.63 -4.91
H 5.81 0.97 -4.85
H 5.55 1.71 -3.31
B 7.38 -3.22 1.20
F 7.20 -4.39 2.01
F 8.49 -2.51 1.69
F 7.62 -3.52 -0.16
F 6.21 -2.45 1.45
B -1.06 -4.66 0.52
F -0.94 -6.10 0.62
F 0.33 -4.25 0.54
F -1.60 -4.30 -0.78
F -1.78 -4.16 1.64
B 1.99 3.23 0.62
F 2.20 2.26 1.59
F 1.56 2.57 -0.57
F 1.05 4.22 1.05
F 3.27 3.80 0.43
B -3.62 -0.50 -2.08
F -3.43 -1.32 -3.27
F -2.77 -0.97 -1.04
F -3.34 0.88 -2.36
F -5.00 -0.57 -1.75

---

139
Properties=species:S:1:pos:R:3 method="wB97M-V/def2-TZVPD" orbital_gap_ha=0.353 homo_ev=-9.3071
C 10.52 13.36 19.30
C 10.45 11.85 19.25
C 11.03 11.52 17.88
O 11.75 12.65 17.40
C 11.82 13.58 18.59
H 10.50 13.78 20.31
H 9.70 13.85 18.78
H 9.44 11.43 19.24
H 11.08 11.38 20.01
H 10.26 11.34 17.13
H 11.69 10.62 17.92
H 11.92 14.59 18.22
H 12.67 13.21 19.16
C 13.12 15.98 9.22
C 12.41 15.36 8.03
C 13.54 14.60 7.31
O 14.40 14.10 8.36
C 14.39 15.08 9.39
H 12.43 15.90 10.06
H 13.36 17.05 9.10
H 11.92 16.06 7.37
H 11.76 14.56 8.40
H 14.22 15.22 6.70
H 13.10 13.83 6.70
H 15.27 15.71 9.21
H 14.35 14.58 10.38
C 8.79 13.66 15.55
C 8.33 13.59 14.09
C 6.85 13.11 14.22
O 6.48 13.27 15.58
C 7.65 12.92 16.28
H 8.93 14.70 15.81
H 9.70 13.06 15.70
H 8.95 12.95 13.49
H 8.24 14.57 13.61
H 6.78 12.03 13.99
H 6.11 13.63 13.62
H 7.89 11.86 16.11
H 7.53 13.17 17.33
C 15.30 18.04 11.54
C 15.72 18.89 10.34
C 17.22 19.05 10.56
O 17.63 17.84 11.16
C 16.56 17.32 11.96
H 14.50 17.31 11.30
H 14.97 18.71 12.34
H 15.25 19.88 10.34
H 15.53 18.41 9.36
H 17.39 19.86 11.26
H 17.77 19.15 9.63
H 16.75 17.44 13.04
H 16.52 16.24 11.79
C 14.23 20.98 14.55
C 15.59 20.56 15.14
C 15.34 20.82 16.62
O 13.94 20.60 16.88
C 13.26 20.53 15.63
H 13.94 20.51 13.60
H 14.26 22.07 14.51
H 16.41 21.14 14.67
H 15.78 19.51 14.96
H 15.52 21.88 16.84
H 15.91 20.09 17.18
H 12.38 21.17 15.53
H 12.89 19.51 15.52
C 10.41 18.80 12.45
C 9.10 19.45 11.95
C 9.55 19.85 10.55
O 10.89 20.28 10.60
C 11.45 19.69 11.78
H 10.47 17.74 12.19
H 10.46 19.05 13.50
H 8.79 20.26 12.60
H 8.25 18.78 11.95
H 8.93 20.61 10.11
H 9.52 18.94 9.96
H 11.75 20.51 12.44
H 12.42 19.23 11.56
C 15.44 10.20 12.50
C 16.24 11.17 11.72
C 17.18 11.83 12.84
O 16.88 11.19 14.07
C 16.33 9.90 13.72
H 15.11 9.34 11.93
H 14.57 10.70 12.94
H 15.67 11.90 11.16
H 16.93 10.64 11.05
H 17.12 12.92 12.94
H 18.21 11.56 12.59
H 15.73 9.49 14.52
H 17.17 9.25 13.51
C 8.87 8.48 14.48
C 9.36 9.76 13.74
C 10.82 9.87 14.23
O 10.82 9.34 15.56
C 10.03 8.17 15.42
H 8.59 7.68 13.81
H 7.98 8.69 15.05
H 8.79 10.65 13.96
H 9.35 9.61 12.67
H 11.18 10.88 14.29
H 11.39 9.20 13.60
H 9.73 7.84 16.39
H 10.64 7.34 15.04
C 10.99 11.10 9.75
C 11.60 9.78 9.34
C 12.95 9.77 10.09
O 13.22 11.12 10.47
C 12.19 12.02 10.03
H 10.32 11.09 10.61
H 10.34 11.54 9.00
H 11.78 9.71 8.26
H 10.97 8.94 9.63
H 13.77 9.36 9.48
H 12.88 9.14 10.98
H 12.54 12.49 9.11
H 11.99 12.75 10.82
C 12.50 13.86 14.27
C 12.47 15.27 14.91
C 13.05 16.10 13.78
O 14.05 15.22 13.21
C 13.89 13.88 13.61
H 11.72 13.73 13.51
H 12.44 13.13 15.06
H 13.10 15.35 15.81
H 11.42 15.51 15.14
H 13.53 17.03 14.13
H 12.35 16.27 12.98
H 14.75 13.62 14.24
H 14.03 13.18 12.79
O 16.20 16.08 15.32
H 15.80 15.76 14.50
H 15.46 16.16 15.93
O 14.04 17.30 17.29
H 14.83 17.22 17.82
H 14.01 18.24 17.10
O 14.83 11.57 17.58
H 15.04 11.06 16.79
H 13.95 11.90 17.37

---

136
Properties=species:S:1:pos:R:3 method="wB97M-V/def2-TZVPD" orbital_gap_ha=0.234 total_charge=-1 homo_ev=-4.2941
C 2.06 1.42 -3.87
C 1.12 2.34 -3.65
C 0.40 2.44 -2.34
C -1.06 2.87 -2.48
O -1.14 3.97 -3.33
B -1.96 3.69 -4.54
N -1.05 3.81 -5.81
O -2.42 2.30 -4.32
C -2.06 1.81 -3.05
C -3.31 1.92 -2.15
O -4.48 1.49 -2.87
C -5.66 1.76 -2.31
F -6.25 2.85 -2.86
F -5.61 1.98 -0.97
F -6.52 0.72 -2.50
C -1.51 0.39 -3.28
C -2.00 -0.70 -2.35
C -1.34 -2.03 -2.71
F -3.36 -0.89 -2.45
H 2.34 0.70 -3.11
H 2.55 1.39 -4.83
H 0.85 3.03 -4.44
H 0.42 1.45 -1.88
H 0.91 3.13 -1.67
H -1.37 3.27 -1.50
H -2.92 4.46 -4.64
H -1.29 3.09 -6.48
H -1.29 4.68 -6.25
H -3.21 1.37 -1.22
H -3.42 2.97 -1.92
H -1.77 0.12 -4.29
H -0.43 0.37 -3.22
H -1.75 -0.49 -1.31
H -1.82 -2.39 -3.62
H -0.28 -1.90 -2.87
H -1.48 -2.78 -1.93
C 0.60 8.57 2.21
C 1.30 7.22 2.34
C 1.46 6.49 1.01
C 0.15 6.13 0.31
C -0.80 5.26 1.13
C -0.20 3.91 1.51
H -0.41 8.47 1.83
H 0.54 9.07 3.18
H 1.15 9.23 1.54
H 0.75 6.59 3.05
H 2.29 7.38 2.78
H 2.05 5.58 1.18
H 2.06 7.11 0.34
H 0.40 5.60 -0.62
H -0.37 7.04 0.00
H -1.70 5.10 0.54
H -1.12 5.79 2.03
H 0.09 3.36 0.61
H -0.93 3.31 2.05
H 0.68 4.02 2.14
C -0.87 -3.42 1.43
C -0.18 -4.47 2.29
C 0.66 -5.46 1.49
C -0.12 -6.30 0.48
C -1.26 -7.13 1.07
C -0.78 -8.17 2.07
H -1.57 -3.87 0.73
H -1.43 -2.72 2.05
H -0.14 -2.85 0.86
H -0.93 -5.01 2.89
H 0.47 -3.97 3.01
H 1.19 -6.12 2.18
H 1.44 -4.91 0.95
H 0.57 -6.97 -0.03
H -0.53 -5.64 -0.30
H -1.78 -7.64 0.25
H -2.00 -6.48 1.54
H -0.07 -8.86 1.61
H -1.62 -8.76 2.45
H -0.30 -7.71 2.94
C 2.33 -11.89 -3.85
C 2.26 -10.47 -4.41
C 2.86 -9.42 -3.48
C 2.17 -9.29 -2.12
C 0.67 -8.97 -2.19
C 0.37 -7.63 -2.85
H 1.77 -11.99 -2.93
H 1.92 -12.60 -4.57
H 3.37 -12.17 -3.65
H 1.22 -10.22 -4.64
H 2.80 -10.43 -5.36
H 2.85 -8.45 -3.98
H 3.91 -9.65 -3.31
H 2.67 -8.51 -1.55
H 2.30 -10.21 -1.55
H 0.28 -8.95 -1.17
H 0.14 -9.77 -2.71
H 0.86 -6.81 -2.33
H -0.70 -7.43 -2.84
H 0.70 -7.61 -3.89
C -4.30 2.27 3.11
C -3.42 3.01 4.12
C -2.50 2.08 4.91
C -3.23 1.05 5.78
C -4.20 1.64 6.81
C -3.52 2.55 7.83
H -4.98 1.58 3.60
H -4.91 2.98 2.54
H -3.69 1.71 2.40
H -4.04 3.60 4.79
H -2.79 3.72 3.58
H -1.84 2.68 5.54
H -1.85 1.54 4.22
H -2.48 0.45 6.31
H -3.78 0.35 5.14
H -4.69 0.82 7.33
H -4.99 2.20 6.30
H -2.75 2.00 8.38
H -4.24 2.92 8.56
H -3.05 3.41 7.36
C 4.58 2.78 -1.43
C 3.92 3.99 -0.78
C 4.90 5.12 -0.44
C 5.99 4.74 0.56
C 5.48 4.24 1.91
C 4.66 5.27 2.68
H 5.31 2.31 -0.77
H 3.83 2.04 -1.68
H 5.09 3.07 -2.36
H 3.38 3.68 0.12
H 3.16 4.39 -1.46
H 4.34 5.98 -0.07
H 5.38 5.45 -1.36
H 6.62 5.62 0.73
H 6.64 3.98 0.13
H 6.34 3.95 2.52
H 4.88 3.33 1.77
H 5.24 6.18 2.86
H 4.34 4.88 3.64
H 3.76 5.56 2.13